ORCA calculation (ωB97M-V with the def2-TZVPD basis set) on C22H24N2O7S2 in the gas phase.

```
57
Properties=species:S:1:pos:R:3:forces:R:3
C -1.2559 -4.0029 -1.1814 -0.2 0.0 -0.2
H -1.8495 -3.0868 -1.2537 0.1 -0.1 0.0
H -1.9178 -4.8566 -1.0481 0.0 0.1 -0.1
H -0.6682 -4.1421 -2.0937 0.0 0.0 0.0
O -0.4272 -3.9904 -0.0344 0.2 0.0 0.3
C 0.4423 -2.9713 0.1257 0.2 0.1 0.1
C 1.1055 -2.9175 1.3558 -0.1 -0.2 -0.1
C 1.9506 -1.8706 1.6498 0.0 0.0 -0.3
C 2.1722 -0.8684 0.7111 -0.2 -0.4 -0.1
C 1.5873 -0.9633 -0.5431 0.2 -0.1 0.3
C 0.7199 -1.9992 -0.8337 -0.2 -0.2 0.0
H 0.2437 -2.0271 -1.7995 -0.1 0.0 -0.1
H 1.8038 -0.2089 -1.2835 0.0 0.1 0.0
N 2.8963 0.3068 1.0927 0.1 -0.3 -0.1
C 2.2013 1.3960 1.5131 -0.3 -0.1 0.1
O 2.7129 2.3899 1.9829 0.1 0.3 0.2
C 0.7276 1.2103 1.2783 -0.3 0.4 0.1
C -0.0666 0.5246 2.1882 0.0 0.2 -0.1
C -1.3525 0.1553 1.8320 -0.1 -0.1 0.1
C -1.8272 0.4891 0.5790 -0.5 -0.1 -0.1
C -1.0786 1.2495 -0.2990 0.1 0.2 -0.1
C 0.2054 1.6214 0.0555 -0.2 0.0 0.2
H 0.8264 2.1777 -0.6303 0.1 0.0 -0.1
H -1.4966 1.5067 -1.2586 0.0 0.1 -0.1
S -3.3562 -0.2250 -0.0040 0.3 0.4 -0.2
O -4.0929 -0.7408 1.1173 0.1 0.2 0.1
O -3.0335 -1.1439 -1.0616 -0.1 0.2 -0.2
N -4.0875 1.1099 -0.7076 0.7 -0.8 0.4
C -4.9527 0.8428 -1.8419 -0.4 -0.4 -0.3
H -4.4807 0.0547 -2.4275 -0.1 0.1 -0.2
C -6.3439 0.4143 -1.3706 0.2 0.0 -0.2
H -7.0329 0.3250 -2.2120 0.1 -0.1 0.0
O -6.9003 1.3817 -0.5071 -0.1 0.1 -0.1
C -6.0976 1.5612 0.6402 0.2 0.1 0.2
H -6.5972 2.3200 1.2446 0.1 -0.1 0.0
C -4.6847 2.0144 0.2566 -0.4 0.2 0.4
H -4.0389 2.0365 1.1354 -0.1 0.2 0.1
H -4.7185 3.0102 -0.1970 0.1 -0.1 0.1
H -6.0282 0.6207 1.2038 -0.1 0.2 0.0
H -6.2631 -0.5527 -0.8515 -0.1 0.0 -0.1
H -5.0208 1.7607 -2.4345 0.0 -0.1 0.0
H -1.9832 -0.4181 2.4927 0.0 -0.1 0.1
H 0.3325 0.2447 3.1510 0.0 -0.1 0.1
C 4.3603 0.2898 1.0782 0.0 0.1 0.5
C 4.7853 -0.9321 0.2915 0.2 -0.1 0.3
C 5.0016 -0.7512 -0.9940 0.0 1.0 0.1
H 5.2691 -1.4760 -1.7356 0.0 -0.1 -0.3
S 4.7817 0.9913 -1.3948 0.5 -0.2 0.1
O 3.4523 1.2106 -1.8977 -0.3 0.0 0.1
O 5.8722 1.4882 -2.1829 0.3 -0.1 0.1
C 4.9146 1.5025 0.3438 -0.1 -0.3 -0.7
H 5.9703 1.6495 0.5486 0.1 0.0 0.0
H 4.3540 2.4091 0.5414 0.0 0.0 -0.2
H 4.8404 -1.8824 0.7996 0.0 -0.2 -0.1
H 4.7336 0.2547 2.1111 0.0 0.0 -0.2
H 2.4213 -1.8110 2.6202 0.0 0.0 0.1
H 0.9095 -3.6938 2.0780 0.0 -0.1 0.1
```
Positions in Å, forces in eV/Å.

relative energy (zero: lowest compared OMol25 entry of this formula, charge and spin): 262.0 kJ/mol
LUMO: 0.0122 hartree
SMILES string: COc1ccc(N(C(=O)c2ccc(S(=O)(=O)N3CCOCC3)cc2)[C@H]2C=CS(=O)(=O)C2)cc1
HOMO energy: -8.551 eV
largest force on an atom: 1.14 eV Å⁻¹
calculated total energy: -2285.23937 hartree
orbital gap: 8.9 eV
net charge: 0
multiplicity: 1